(1)
DFT (ωB97M-V/def2-TZVPD) results for a molecular structure, C40H54IrN7O13P3S at a distorted geometry.

multiplicity: 5
charge: -1
gap between HOMO and LUMO (alpha / beta): 5.7 / 5.6 eV

Geometry (Å):
Ir (0.31, 0.54, 1.39)
C (1.95, 2.29, 5.97)
C (1.29, 1.45, 4.90)
O (0.56, 0.38, 5.46)
P (2.51, 0.72, 3.73)
O (3.25, 1.89, 2.98)
O (3.66, 0.06, 4.62)
O (1.95, -0.33, 2.82)
P (0.21, 2.38, 3.73)
O (-0.61, 3.34, 4.73)
O (1.05, 3.18, 2.78)
O (-0.74, 1.38, 3.14)
H (2.67, 1.69, 6.52)
H (1.19, 2.66, 6.65)
H (2.46, 3.13, 5.51)
H (-0.17, 0.18, 4.85)
H (2.54, 2.54, 2.71)
H (3.91, -0.78, 4.24)
H (-1.38, 3.69, 4.28)
O (-0.61, -1.43, 3.03)
C (-1.24, -2.57, 2.48)
C (-1.30, -2.41, 0.89)
O (-1.78, -3.32, 0.23)
O (-0.84, -1.33, 0.43)
C (-2.69, -2.58, 2.93)
C (-3.60, -3.53, 2.46)
C (-4.92, -3.49, 2.85)
C (-5.37, -2.51, 3.72)
C (-4.48, -1.55, 4.17)
C (-3.16, -1.59, 3.78)
C (-0.48, -3.83, 2.84)
C (-0.76, -5.05, 2.22)
C (-0.06, -6.19, 2.54)
C (0.96, -6.15, 3.48)
C (1.27, -4.94, 4.09)
C (0.55, -3.80, 3.77)
H (0.35, -1.54, 2.93)
H (-3.29, -4.27, 1.75)
H (-5.61, -4.23, 2.46)
H (-6.41, -2.49, 4.03)
H (-4.83, -0.77, 4.83)
H (-2.48, -0.82, 4.12)
H (-1.51, -5.09, 1.45)
H (-0.31, -7.12, 2.06)
H (1.51, -7.04, 3.74)
H (2.07, -4.89, 4.81)
H (0.79, -2.88, 4.30)
N (1.40, 0.25, -0.19)
P (1.49, -0.25, -1.68)
N (2.22, -1.76, -1.79)
C (3.32, -2.00, -0.88)
C (2.95, -2.93, 0.28)
C (2.42, -4.24, -0.27)
C (1.21, -3.95, -1.15)
C (1.57, -2.96, -2.26)
N (2.58, 0.70, -2.57)
C (3.90, 0.38, -3.02)
C (4.98, 1.08, -2.18)
C (4.73, 2.59, -2.14)
C (3.31, 2.85, -1.65)
C (2.32, 2.12, -2.56)
N (0.18, -0.28, -2.72)
C (0.32, -0.40, -4.16)
C (-0.64, 0.56, -4.85)
C (-2.08, 0.09, -4.61)
C (-2.19, -0.57, -3.23)
C (-1.18, 0.02, -2.27)
H (3.63, -1.03, -0.49)
H (4.15, -2.45, -1.45)
H (2.19, -2.43, 0.88)
H (3.84, -3.09, 0.90)
H (2.14, -4.91, 0.54)
H (3.21, -4.73, -0.87)
H (0.42, -3.53, -0.55)
H (0.84, -4.87, -1.61)
H (0.65, -2.67, -2.78)
H (2.25, -3.44, -2.98)
H (3.99, 0.73, -4.07)
H (4.04, -0.70, -3.00)
H (5.97, 0.87, -2.60)
H (4.94, 0.69, -1.16)
H (4.87, 3.02, -3.13)
H (5.45, 3.07, -1.47)
H (3.09, 3.92, -1.67)
H (3.20, 2.48, -0.63)
H (2.41, 2.51, -3.58)
H (1.29, 2.26, -2.21)
H (0.07, -1.42, -4.48)
H (1.36, -0.19, -4.43)
H (-0.42, 0.61, -5.92)
H (-0.50, 1.56, -4.44)
H (-2.38, -0.63, -5.38)
H (-2.76, 0.94, -4.69)
H (-2.03, -1.65, -3.30)
H (-3.19, -0.42, -2.82)
H (-1.29, -0.39, -1.26)
H (-1.34, 1.10, -2.23)
O (-6.58, 4.70, -5.03)
S (-6.27, 5.11, -3.68)
O (-6.74, 4.22, -2.64)
O (-6.38, 6.52, -3.38)
C (-4.40, 4.97, -3.63)
N (-3.84, 5.62, -4.60)
C (-2.49, 5.71, -4.47)
C (-1.82, 5.14, -3.43)
C (-2.56, 4.40, -2.45)
N (-3.92, 4.37, -2.61)
C (-1.98, 3.68, -1.40)
C (-2.72, 2.73, -0.64)
C (-2.08, 1.87, 0.19)
N (-0.74, 1.90, 0.38)
C (-0.04, 2.91, -0.19)
C (-0.60, 3.79, -1.06)
H (-1.99, 6.28, -5.24)
H (-0.76, 5.23, -3.33)
H (-3.78, 2.68, -0.80)
H (-2.61, 1.09, 0.73)
H (0.99, 3.00, 0.10)
H (0.01, 4.59, -1.46)



(2)
DFT (ωB97M-V/def2-TZVPD) results for a molecular structure, C40H54N3PPt.

multiplicity: 5
charge: +4
gap between HOMO and LUMO (alpha / beta): 6.0 / 4.4 eV

Geometry (Å):
Pt (0.82, -0.34, -0.39)
C (0.43, -4.67, 2.68)
C (-0.26, -3.47, 3.32)
C (-1.46, -3.91, 4.18)
C (-0.71, -2.44, 2.32)
C (-1.25, -1.23, 2.72)
C (-1.73, -0.20, 1.83)
C (-2.54, 0.91, 2.49)
C (-2.43, 2.33, 1.90)
C (-2.41, 0.98, 4.03)
C (-1.63, -0.39, 0.39)
C (-1.29, -1.71, -0.01)
C (-0.69, -2.63, 0.95)
C (-1.75, -2.47, -1.24)
C (-2.95, -1.97, -2.05)
C (-0.53, -2.88, -2.10)
C (-2.36, 0.55, -0.53)
C (-3.74, 0.57, -0.40)
C (-4.54, 1.38, -1.20)
C (-3.94, 2.20, -2.14)
C (-2.56, 2.19, -2.29)
C (-1.75, 1.37, -1.50)
P (0.03, 1.38, -1.87)
C (0.84, 3.03, -1.49)
C (2.30, 2.96, -1.99)
C (0.06, 4.20, -2.10)
C (0.88, 3.22, 0.02)
C (0.28, 0.94, -3.71)
C (-0.83, -0.01, -4.16)
C (0.23, 2.17, -4.62)
C (1.65, 0.26, -3.85)
H (0.79, -5.34, 3.47)
H (1.30, -4.39, 2.08)
H (-0.26, -5.25, 2.07)
H (0.46, -2.97, 3.98)
H (-2.21, -4.41, 3.57)
H (-1.93, -3.07, 4.70)
H (-1.12, -4.61, 4.94)
H (-1.30, -1.04, 3.78)
H (-3.57, 0.57, 2.31)
H (-1.40, 2.63, 1.78)
H (-2.89, 3.02, 2.60)
H (-2.94, 2.46, 0.95)
H (-1.37, 1.01, 4.36)
H (-2.90, 0.14, 4.53)
H (-2.90, 1.88, 4.38)
H (-0.31, -3.58, 0.56)
H (-2.10, -3.41, -0.79)
H (-2.82, -1.00, -2.51)
H (-3.84, -1.93, -1.42)
H (-3.15, -2.70, -2.83)
H (0.12, -2.03, -2.31)
H (-0.88, -3.26, -3.06)
H (0.06, -3.66, -1.63)
H (-4.22, -0.08, 0.32)
H (-5.61, 1.37, -1.08)
H (-4.55, 2.85, -2.77)
H (-2.12, 2.82, -3.05)
H (2.40, 3.04, -3.07)
H (2.81, 2.06, -1.65)
H (2.83, 3.81, -1.57)
H (-0.11, 4.12, -3.17)
H (0.65, 5.10, -1.94)
H (-0.90, 4.35, -1.59)
H (1.50, 2.46, 0.49)
H (-0.12, 3.22, 0.44)
H (1.33, 4.19, 0.24)
H (-1.80, 0.49, -4.21)
H (-0.93, -0.89, -3.53)
H (-0.60, -0.35, -5.17)
H (-0.75, 2.64, -4.65)
H (0.42, 1.80, -5.63)
H (0.99, 2.92, -4.42)
H (1.83, -0.48, -3.08)
H (2.47, 0.98, -3.83)
H (1.69, -0.24, -4.82)
C (2.51, 2.77, 4.40)
C (3.69, 2.07, 4.03)
C (3.64, 1.14, 3.05)
C (2.39, 0.88, 2.39)
C (1.20, 1.58, 2.77)
C (1.26, 2.50, 3.77)
N (2.29, -0.06, 1.36)
N (3.32, -0.82, 1.34)
C (3.45, -1.70, 0.31)
C (4.56, -2.55, 0.37)
C (4.78, -3.44, -0.68)
C (3.91, -3.40, -1.75)
C (2.81, -2.50, -1.73)
N (2.57, -1.68, -0.73)
H (2.56, 3.52, 5.18)
H (4.63, 2.29, 4.53)
H (4.53, 0.60, 2.74)
H (0.28, 1.34, 2.27)
H (0.38, 3.04, 4.08)
H (5.21, -2.49, 1.23)
H (5.63, -4.12, -0.67)
H (4.05, -4.04, -2.61)
H (2.14, -2.47, -2.58)